Entry one
Density functional theory data (ωB97M-V/def2-TZVPD) for C5H10N2 in the gas phase.

Last column: natural (NBO) charge in e.
Atoms and positions in Å:
1 C -1.734 -0.761 1.425  -0.201
2 C -1.659 -0.377 -0.119  -0.441
3 C -0.362 0.348 -0.288  -0.243
4 C 0.767 0.280 -1.047  -0.056
5 N 2.021 0.816 -0.913  -0.395
6 C 2.424 2.034 -1.143  -0.026
7 N -0.974 -2.066 1.586  -0.880
8 H -2.753 -0.897 1.691  0.199
9 H -1.154 0.011 1.816  0.184
10 H -1.899 -1.244 -0.749  0.222
11 H -2.448 0.413 -0.276  0.210
12 H -0.456 1.428 0.190  0.171
13 H 0.609 -0.614 -1.733  0.193
14 H 1.873 2.829 -1.818  0.163
15 H 3.343 2.211 -0.737  0.175
16 H -1.058 -2.375 2.616  0.355
17 H -0.005 -2.155 1.336  0.371

Output
- SMILES = C=N/C=C/CCN
- lowest unoccupied orbital energy (eV) = 0.819
- highest occupied orbital energy (eV) = -8.3
- HOMO-LUMO gap (Eh) = 0.33445



Entry two
Density functional theory data (ωB97M-V/def2-TZVPD) for a 2-piece molecular cluster, C5H10N2 overall.

Last column: natural (NBO) charge in e.
Atoms and positions in Å:
1 C 0.089 0.366 -0.860  -0.130
2 C -0.305 0.273 0.396  0.194
3 C -0.395 -0.493 -2.034  -0.632
4 C 1.282 1.278 -1.116  -0.654
5 C -0.388 0.626 1.854  -0.729
6 N -0.974 -1.982 2.027  -0.393
7 N -1.174 -2.008 0.823  -0.045
8 H 0.629 -0.636 -2.501  0.216
9 H -1.048 0.130 -2.689  0.222
10 H -0.945 -1.341 -1.552  0.250
11 H 1.538 1.776 -2.152  0.218
12 H 2.157 0.667 -0.999  0.214
13 H 1.508 2.136 -0.402  0.225
14 H -1.206 1.349 2.077  0.228
15 H -0.686 -0.257 2.359  0.254
16 H 0.529 0.953 2.301  0.222
17 H -0.610 -2.835 2.468  0.343

Output
- lowest unoccupied orbital energy (spin up / spin down) (eV) = 0.578 / 0.492
- highest occupied orbital energy (spin up / spin down) (eV) = -8.2 / -7.3
- HOMO-LUMO gap (spin up / spin down) (Eh) = 0.32243 / 0.28648



Entry three
Density functional theory data (ωB97M-V/def2-TZVPD) for C5H10N2 in the gas phase.

Last column: natural (NBO) charge in e.
Atoms and positions in Å:
1 C 0.754 0.628 -1.633  -0.215
2 C 1.278 0.104 -0.216  -0.472
3 C 0.119 -0.262 0.670  0.143
4 C -0.035 -1.576 0.968  -0.433
5 C -1.512 0.943 1.905  -0.036
6 N -0.363 0.900 1.342  -0.423
7 N -0.450 -0.089 -2.089  -0.826
8 H 1.421 0.676 -2.484  0.206
9 H 0.359 1.615 -1.347  0.187
10 H 2.086 -0.642 -0.296  0.210
11 H 1.806 0.945 0.264  0.213
12 H 0.765 -2.291 1.083  0.221
13 H -1.082 -1.835 1.169  0.185
14 H -1.696 1.942 2.264  0.182
15 H -2.183 0.112 2.094  0.162
16 H -1.143 -0.150 -1.360  0.351
17 H -0.124 -1.018 -2.336  0.346

Output
- SMILES = C=NC(=C)CCN
- lowest unoccupied orbital energy (eV) = 0.052
- highest occupied orbital energy (eV) = -8.8
- HOMO-LUMO gap (Eh) = 0.32483



Entry four
Density functional theory data (ωB97M-V/def2-TZVPD) for C5H10N2 in the gas phase.

Last column: natural (NBO) charge in e.
Atoms and positions in Å:
1 C 2.226 -0.152 -0.952  -0.642
2 C -2.196 0.911 0.109  -0.681
3 C 0.985 -0.135 -0.096  0.218
4 C -1.453 -0.452 0.138  0.296
5 N 1.193 0.094 1.252  -0.815
6 C -0.214 -0.395 -0.655  -0.412
7 N -1.817 -1.363 0.966  -0.624
8 H 0.358 0.314 1.791  0.387
9 H 1.964 0.725 1.458  0.378
10 H -1.203 -2.182 0.880  0.338
11 H -0.327 -0.568 -1.718  0.223
12 H 2.665 0.851 -1.004  0.210
13 H 2.019 -0.481 -1.976  0.226
14 H 2.973 -0.835 -0.533  0.222
15 H -1.704 1.666 -0.508  0.216
16 H -2.274 1.279 1.135  0.228
17 H -3.196 0.722 -0.287  0.231

Output
- SMILES = [H]/N=C(C)\C=C(\C)N
- lowest unoccupied orbital energy (eV) = 0.928
- highest occupied orbital energy (eV) = -8.3
- HOMO-LUMO gap (Eh) = 0.33829



Name the least stable of them. entry two.



Entry one
Density functional theory data (ωB97M-V/def2-TZVPD) for C5H10N2 in the gas phase.

Last column: natural (NBO) charge in e.
Atoms and positions in Å:
1 C 0.005 1.606 -0.303  -0.656
2 C 0.395 0.552 0.645  -0.007
3 C 1.862 -0.121 0.244  -0.428
4 C 1.015 -1.317 -0.246  -0.195
5 C -1.651 -0.867 0.088  0.295
6 H -1.006 2.034 -0.155  0.256
7 H 0.655 2.457 -0.483  0.208
8 H 0.002 1.139 -1.314  0.205
9 H 0.065 0.710 1.713  0.213
10 H 2.277 0.576 -0.468  0.222
11 H 2.278 -0.282 1.203  0.221
12 H 1.208 -2.084 0.472  0.192
13 H 1.045 -1.730 -1.233  0.203
14 H -2.022 -1.847 -0.406  0.140
15 H -3.371 -0.199 -0.139  0.344
16 N -0.306 -0.734 0.123  -0.452
17 N -2.450 0.106 0.262  -0.762

Output
- SMILES = [H]/N=C/N1CC[C@H]1C
- lowest unoccupied orbital energy (eV) = 1.044
- highest occupied orbital energy (eV) = -8.2
- HOMO-LUMO gap (Eh) = 0.34087



Entry two
Density functional theory data (ωB97M-V/def2-TZVPD) for C5H10N2 in the gas phase.

Last column: natural (NBO) charge in e.
Atoms and positions in Å:
1 C 1.049 0.344 0.118  -0.024
2 C 0.372 -1.011 -0.186  -0.256
3 C -2.029 -0.625 0.398  -0.410
4 C 0.437 1.585 -0.502  -0.648
5 N -0.776 -1.320 0.636  -0.620
6 C 2.782 0.058 -1.093  0.265
7 N 2.749 0.361 0.043  -0.545
8 H -0.541 -1.354 1.620  0.359
9 H 1.086 0.458 1.204  0.222
10 H 1.107 -1.803 -0.030  0.219
11 H 0.072 -1.041 -1.235  0.201
12 H -2.823 -1.134 0.946  0.205
13 H -2.262 -0.668 -0.667  0.196
14 H -2.036 0.433 0.699  0.159
15 H 0.544 1.590 -1.585  0.224
16 H 0.895 2.485 -0.099  0.228
17 H -0.626 1.642 -0.266  0.224

Output
- lowest unoccupied orbital energy (eV) = 0.887
- highest occupied orbital energy (eV) = -9.1
- HOMO-LUMO gap (Eh) = 0.36796



Entry three
Density functional theory data (ωB97M-V/def2-TZVPD) for C5H10N2 in the gas phase.

Last column: natural (NBO) charge in e.
Atoms and positions in Å:
1 C -0.881 0.561 1.438  -0.239
2 C -0.415 0.972 0.055  -0.483
3 C 0.367 -0.098 -0.709  0.162
4 C 1.525 -0.875 -0.104  -0.712
5 C -0.040 -0.517 -1.948  -0.006
6 N -1.048 -0.069 -2.700  -0.562
7 N 0.171 0.634 2.382  -0.636
8 H -1.142 -0.678 1.149  0.171
9 H -1.861 0.962 1.789  0.237
10 H -1.240 1.320 -0.613  0.225
11 H 0.343 1.777 0.241  0.237
12 H 1.204 -1.668 0.608  0.261
13 H 2.245 -1.371 -0.725  0.236
14 H 0.458 -1.333 -2.397  0.190
15 H -1.922 0.162 -2.252  0.343
16 H 2.365 -0.354 0.421  0.250
17 H -0.129 0.575 3.367  0.327

Output
- lowest unoccupied orbital energy (eV) = -2.864
- highest occupied orbital energy (eV) = -7.1
- HOMO-LUMO gap (Eh) = 0.15503



Name the least stable of them. entry three.



Entry one
Density functional theory data (ωB97M-V/def2-TZVPD) for C5H10N2 in the gas phase.

Last column: natural (NBO) charge in e.
Atoms and positions in Å:
1 C -1.992 -0.471 0.003  -0.210
2 C -0.755 -0.558 -0.891  -0.452
3 C 0.494 0.034 -0.320  -0.231
4 C 1.664 -0.594 -0.337  -0.037
5 N 2.899 -0.043 0.051  -0.400
6 C 2.982 0.663 1.081  -0.043
7 N -2.664 0.828 0.197  -0.817
8 H -2.725 -1.118 -0.468  0.186
9 H -1.798 -0.843 1.005  0.190
10 H -0.970 -0.251 -1.914  0.211
11 H -0.595 -1.637 -0.951  0.210
12 H 0.483 1.025 0.128  0.192
13 H 1.780 -1.634 -0.619  0.194
14 H 2.116 0.711 1.752  0.143
15 H 3.896 1.190 1.319  0.177
16 H -2.810 1.262 -0.711  0.345
17 H -2.006 1.436 0.676  0.342

Output
- SMILES = C=N/C=C/CCN
- lowest unoccupied orbital energy (eV) = 0.908
- highest occupied orbital energy (eV) = -8.9
- HOMO-LUMO gap (Eh) = 0.36229



Entry two
Density functional theory data (ωB97M-V/def2-TZVPD) for C5H10N2 in the gas phase.

Last column: natural (NBO) charge in e.
Atoms and positions in Å:
1 C 0.222 -1.914 1.468  -0.208
2 C 0.815 -1.148 0.227  -0.432
3 C 0.136 0.166 -0.141  -0.224
4 C -0.121 0.503 -1.455  -0.056
5 N -0.436 1.790 -1.940  -0.398
6 C -1.527 2.410 -1.675  -0.035
7 N 0.869 -1.319 2.655  -0.882
8 H 0.276 -3.055 1.420  0.195
9 H -0.808 -1.861 1.456  0.166
10 H 1.828 -0.819 0.594  0.220
11 H 0.878 -1.737 -0.621  0.206
12 H -0.112 0.646 0.764  0.193
13 H 0.161 -0.221 -2.263  0.199
14 H -2.432 2.109 -1.274  0.159
15 H -1.496 3.512 -1.980  0.164
16 H 0.832 -0.272 2.755  0.363
17 H 0.695 -1.702 3.609  0.372

Output
- SMILES = C=N/C=C/CCN
- lowest unoccupied orbital energy (eV) = 1.067
- highest occupied orbital energy (eV) = -8.5
- HOMO-LUMO gap (Eh) = 0.34992



Name the least stable of them. entry two.



Entry one
Density functional theory data (ωB97M-V/def2-TZVPD) for C5H10N2 in the gas phase.

Last column: natural (NBO) charge in e.
Atoms and positions in Å:
1 C 1.140 0.564 -1.597  -0.639
2 C 0.001 1.304 -0.932  -0.068
3 N -1.333 0.706 -0.860  -0.578
4 C -0.546 0.833 0.366  -0.101
5 C 0.147 -0.305 1.069  -0.101
6 C -0.519 -1.336 1.894  -0.255
7 N 0.116 -1.697 0.625  -0.587
8 H 1.068 0.640 -2.687  0.216
9 H 1.147 -0.496 -1.324  0.222
10 H 2.105 0.987 -1.294  0.218
11 H -0.018 2.376 -1.131  0.194
12 H -1.309 -0.242 -1.233  0.337
13 H -0.951 1.583 1.046  0.206
14 H 1.141 -0.015 1.410  0.202
15 H 0.007 -1.696 2.774  0.197
16 H -1.604 -1.359 1.967  0.197
17 H -0.592 -1.846 -0.091  0.342

Output
- SMILES = C[C@H]1N[C@H]1[C@H]1CN1
- lowest unoccupied orbital energy (eV) = 1.193
- highest occupied orbital energy (eV) = -9.3
- HOMO-LUMO gap (Eh) = 0.38397



Entry two
Density functional theory data (ωB97M-V/def2-TZVPD) for C5H10N2 in the gas phase.

Last column: natural (NBO) charge in e.
Atoms and positions in Å:
1 C 0.674 0.869 -0.583  -0.452
2 C -0.736 1.550 -0.221  -0.200
3 C 0.659 -0.542 -0.111  -0.094
4 N -1.116 1.423 1.155  -0.818
5 C -0.037 -1.504 -0.969  0.098
6 C 1.024 -0.873 1.137  -0.342
7 N -0.308 -2.670 -0.567  -0.602
8 H -1.305 0.450 1.385  0.361
9 H -0.308 1.675 1.761  0.347
10 H -0.826 -3.240 -1.231  0.343
11 H 1.457 1.434 -0.072  0.209
12 H 0.823 0.933 -1.662  0.210
13 H -1.504 1.082 -0.842  0.184
14 H -0.655 2.614 -0.468  0.193
15 H -0.368 -1.100 -1.938  0.150
16 H 1.611 -0.210 1.752  0.192
17 H 0.914 -1.890 1.473  0.220

Output
- SMILES = [H]/N=C/C(=C)CCN
- lowest unoccupied orbital energy (eV) = 0.478
- highest occupied orbital energy (eV) = -9.3
- HOMO-LUMO gap (Eh) = 0.36016



Name the least stable of them. entry one.